DFT (the ωB97M-V functional and the def2-TZVPD basis) results for C2HN3S in the gas phase at a distorted geometry.

The HOMO energy comes out at -10.26 eV. The energy above the lowest of the compared OMol25 structures with the same formula, charge and spin is 109.5 kJ/mol. Its spin multiplicity is 1. The SMILES is N#CNSC#N.

The geometry in XYZ format:
```
7
C2HN3S | OMol25 | the ωB97M-V functional and the def2-TZVPD basis
N -1.42 1.51 -0.74
C -1.44 0.48 -0.19
N -1.64 -0.63 0.50
S -0.35 -2.06 -0.42
C 0.25 -1.14 -1.70
N 0.65 -0.47 -2.54
H -2.42 -0.98 0.93
```

DFT (the ωB97M-V functional and the def2-TZVPD basis) results for C3H6OS in the gas phase at a distorted geometry.

The HOMO energy (alpha / beta) comes out at -7.30 / -7.55 eV. The energy above the lowest of the compared OMol25 structures with the same formula, charge and spin is 377.1 kJ/mol. Its spin multiplicity is 1.

The geometry in XYZ format:
```
11
C3H6OS | OMol25 | the ωB97M-V functional and the def2-TZVPD basis
C 0.78 -0.14 -0.11
C -1.87 -0.54 0.00
C 2.15 0.54 0.03
O -3.19 0.03 -0.14
S -0.66 0.57 -0.33
H 0.77 -1.23 -0.26
H -1.98 -1.60 -0.35
H 2.83 0.20 -0.72
H 2.60 0.45 0.95
H 2.00 1.54 0.09
H -3.44 0.18 0.84
```

DFT (the ωB97M-V functional and the def2-TZVPD basis) results for a 5-piece molecular cluster, C10H21Cl6NO5 overall at a distorted geometry.

Its net charge is -1. The HOMO energy (alpha / beta) comes out at -0.82 / -4.50 eV. As for the expectation value of S²: 0.7535. Its spin multiplicity is 2.

The geometry in XYZ format:
```
43
C10H21Cl6NO5 | OMol25 | the ωB97M-V functional and the def2-TZVPD basis
Cl -11.28 1.74 -25.32
C -11.65 0.21 -24.68
C -12.59 -0.50 -25.73
Cl -11.77 -1.05 -27.15
H -12.17 0.32 -23.72
H -10.72 -0.32 -24.46
H -13.47 0.08 -26.02
H -12.90 -1.47 -25.36
Cl -10.60 -10.66 -25.54
C -10.83 -8.97 -26.10
C -11.24 -8.91 -27.56
Cl -12.99 -9.51 -27.56
H -9.88 -8.44 -26.06
H -11.56 -8.41 -25.52
H -10.58 -9.54 -28.15
H -11.21 -7.89 -27.95
Cl -7.19 -2.09 -27.84
C -6.61 -2.38 -26.16
C -5.49 -1.42 -25.73
Cl -3.89 -1.86 -26.46
H -6.12 -3.35 -26.16
H -7.51 -2.38 -25.55
H -5.31 -1.43 -24.65
H -5.74 -0.42 -26.09
C -10.21 -4.25 -27.05
N -9.62 -5.15 -25.98
O -10.36 -6.02 -25.51
O -8.43 -4.98 -25.66
H -11.25 -4.22 -26.74
H -10.07 -4.68 -28.04
H -9.93 -3.21 -26.85
C -11.57 -1.84 -21.12
O -12.43 -2.56 -21.97
C -11.99 -3.42 -22.89
O -10.86 -3.35 -23.43
O -12.95 -4.28 -23.03
C -12.81 -5.34 -23.96
H -11.17 -0.96 -21.65
H -10.68 -2.43 -20.90
H -12.12 -1.57 -20.23
H -13.74 -5.91 -24.01
H -12.04 -6.04 -23.65
H -12.70 -4.92 -24.97
```

DFT (the ωB97M-V functional and the def2-TZVPD basis) results for a 5-piece molecular cluster, C12H22BCl8FNO4 overall at a distorted geometry.

Its net charge is -1. The HOMO energy comes out at -3.97 eV. Its spin multiplicity is 1.

The geometry in XYZ format:
```
49
C12H22BCl8FNO4 | OMol25 | the ωB97M-V functional and the def2-TZVPD basis
O 1.64 0.36 -0.36
C 1.73 1.27 -1.05
F 2.87 1.49 -1.69
N 0.70 2.12 -1.28
C -0.05 2.43 -0.07
O 0.31 3.19 0.73
C -1.41 1.74 0.06
C -1.75 0.61 -0.97
O -2.46 1.22 -2.08
B -2.56 2.67 -1.77
O -2.31 2.78 -0.30
H 0.97 2.94 -1.81
H -1.72 1.46 1.07
H -0.91 0.13 -1.49
H -2.49 -0.07 -0.54
H -1.75 3.36 -2.40
H -3.70 3.08 -1.90
Cl 0.10 -0.03 -3.96
C -0.06 -1.47 -4.98
C -1.42 -2.11 -4.86
Cl -1.67 -2.84 -3.25
H 0.73 -2.17 -4.71
H 0.11 -1.15 -6.01
H -1.53 -2.90 -5.59
H -2.21 -1.38 -5.02
Cl -4.84 -4.25 0.86
C -3.26 -3.98 0.08
C -2.29 -3.26 0.99
Cl -2.77 -1.57 1.29
H -3.43 -3.42 -0.84
H -2.86 -4.96 -0.18
H -1.31 -3.23 0.53
H -2.20 -3.76 1.95
Cl 1.69 -1.24 5.45
C 2.14 -1.28 3.72
C 0.96 -1.51 2.82
Cl 0.29 -3.17 2.99
H 2.90 -2.04 3.59
H 2.58 -0.31 3.49
H 1.26 -1.39 1.78
H 0.15 -0.81 3.03
Cl 3.61 1.12 1.78
C 3.28 2.82 2.23
C 4.19 3.29 3.34
Cl 3.83 2.49 4.89
H 2.23 2.89 2.51
H 3.44 3.42 1.34
H 4.04 4.36 3.49
H 5.23 3.12 3.10
```

DFT (the ωB97M-V functional and the def2-TZVPD basis) results for C27H26N4O5PSeW as an isolated structure at a distorted geometry.

Its net charge is +3. The HOMO energy (alpha / beta) comes out at -17.10 / -17.10 eV. Its spin multiplicity is 1.

The geometry in XYZ format:
```
65
C27H26N4O5PSeW | OMol25 | the ωB97M-V functional and the def2-TZVPD basis
W -0.01 0.02 0.29
O -0.14 -3.10 -2.34
C -0.35 -2.41 -1.39
N 0.56 -1.50 -0.79
C 1.79 -2.03 -0.37
C 2.29 -3.31 -0.61
C 3.50 -3.68 -0.05
C 4.23 -2.79 0.74
C 3.76 -1.50 0.97
C 2.55 -1.12 0.42
N 1.95 0.16 0.47
C 2.82 1.24 0.30
O 4.01 1.24 0.44
C 2.04 2.44 -0.14
C 2.68 3.57 -0.63
C 1.91 4.65 -1.06
C 0.54 4.57 -0.89
C -0.03 3.41 -0.38
N 0.69 2.31 -0.06
C -1.59 -2.47 -0.54
C -2.65 -3.28 -0.88
C -3.75 -3.33 -0.03
C -3.70 -2.61 1.15
C -2.60 -1.82 1.42
N -1.55 -1.71 0.59
H 1.74 -4.00 -1.23
H 3.90 -4.66 -0.26
H 5.17 -3.09 1.17
H 4.35 -0.81 1.55
H 3.76 3.57 -0.69
H 2.38 5.52 -1.49
H -0.11 5.39 -1.14
H -1.10 3.36 -0.24
H -2.60 -3.85 -1.80
H -4.62 -3.92 -0.29
H -4.52 -2.65 1.86
H -2.56 -1.23 2.34
C -1.82 0.71 4.82
O -1.40 0.36 3.46
P 0.01 0.43 2.76
O 0.38 -1.18 2.45
C 0.46 -2.16 3.52
O 0.96 0.85 3.94
C 2.39 1.07 3.89
H -2.38 -0.14 5.21
H -2.47 1.59 4.75
H -0.97 0.93 5.45
H 1.38 -2.74 3.39
H -0.40 -2.82 3.47
H 0.48 -1.65 4.48
H 2.60 1.92 4.55
H 2.72 1.31 2.88
H 2.91 0.19 4.26
Se -1.92 0.71 -0.92
C -3.26 2.24 -0.90
C -4.00 2.53 -2.03
C -5.01 3.48 -1.93
C -5.26 4.11 -0.72
C -4.50 3.80 0.40
C -3.49 2.86 0.32
H -3.80 2.02 -2.96
H -5.60 3.72 -2.80
H -6.05 4.84 -0.65
H -4.69 4.30 1.34
H -2.92 2.59 1.20
```

DFT (the ωB97M-V functional and the def2-TZVPD basis) results for a 10-piece molecular cluster, C25H46N10O4P overall at a distorted geometry.

Its net charge is +1. The HOMO energy comes out at -11.64 eV. Its spin multiplicity is 1.

The geometry in XYZ format:
```
86
C25H46N10O4P | OMol25 | the ωB97M-V functional and the def2-TZVPD basis
C 5.37 0.20 3.91
C 4.89 0.27 2.34
O 4.92 1.62 1.75
C 3.52 2.10 1.46
C 3.05 1.84 -0.09
C 3.08 0.30 -0.59
C 1.86 -0.67 -0.14
C 0.60 0.00 0.64
N 0.69 -0.41 2.11
P -0.55 0.46 3.05
O -0.03 1.98 3.19
O -2.12 0.47 2.22
O -0.75 -0.21 4.65
H 4.91 1.06 4.59
H 4.95 -0.83 4.34
H 6.55 0.13 4.01
H 5.66 -0.38 1.71
H 3.84 -0.26 2.19
H 3.59 3.28 1.59
H 2.75 1.74 2.28
H 3.84 2.43 -0.77
H 2.03 2.41 -0.26
H 4.10 -0.24 -0.28
H 3.09 0.31 -1.79
H 1.46 -1.22 -1.11
H 2.29 -1.55 0.55
H 0.42 1.14 0.47
H -0.38 -0.55 0.23
H 0.63 -1.47 2.21
H 1.64 -0.13 2.45
H -2.80 0.06 2.87
H -1.08 0.55 5.24
C -3.53 -0.69 8.01
C -2.81 0.52 7.59
N -2.24 1.47 7.25
H -4.60 -0.49 8.15
H -3.44 -1.50 7.28
H -3.15 -1.08 8.96
C 2.38 3.64 -3.45
C 2.43 2.17 -3.57
N 2.46 1.01 -3.66
H 2.67 3.97 -2.44
H 3.06 4.12 -4.16
H 1.38 4.03 -3.64
C 0.30 -4.55 -1.52
C 1.21 -4.09 -0.45
N 1.93 -3.72 0.38
H -0.40 -3.76 -1.82
H 0.85 -4.86 -2.41
H -0.30 -5.40 -1.19
C -4.17 -2.72 -1.60
C -3.36 -3.89 -1.97
N -2.72 -4.81 -2.27
H -4.57 -2.20 -2.48
H -5.02 -3.00 -0.97
H -3.58 -1.99 -1.03
C 2.31 6.69 0.01
C 3.12 5.52 -0.37
N 3.76 4.59 -0.67
H 1.91 7.20 -0.87
H 1.46 6.40 0.63
H 2.90 7.42 0.58
C 3.48 -7.04 -3.48
C 2.57 -6.11 -4.17
N 1.85 -5.37 -4.72
H 3.20 -7.16 -2.43
H 3.46 -8.03 -3.94
H 4.51 -6.68 -3.50
C -5.35 -3.93 -5.96
C -5.88 -3.99 -4.59
N -6.29 -4.04 -3.51
H -4.45 -4.54 -6.08
H -6.08 -4.30 -6.69
H -5.09 -2.91 -6.25
C -9.33 -4.22 -2.59
C -10.73 -3.79 -2.43
N -11.84 -3.46 -2.30
H -8.75 -4.03 -1.68
H -9.26 -5.29 -2.80
H -8.84 -3.69 -3.41
C 1.96 11.10 1.37
C 1.35 9.85 0.86
N 0.87 8.87 0.47
H 1.82 11.21 2.45
H 3.04 11.13 1.17
H 1.52 11.98 0.89
```

DFT (the ωB97M-V functional and the def2-TZVPD basis) results for C24H19BF5N9O3Pt as an isolated structure.

The HOMO energy comes out at -7.46 eV. The energy above the lowest of the compared OMol25 structures with the same formula, charge and spin is 132.3 kJ/mol. Its spin multiplicity is 1.

The geometry in XYZ format:
```
62
C24H19BF5N9O3Pt | OMol25 | the ωB97M-V functional and the def2-TZVPD basis
Pt -2.22 1.64 1.51
C 2.55 -0.93 3.32
N 1.52 0.07 3.11
C 0.35 -0.06 2.49
N -0.24 1.11 2.41
C 0.64 1.95 3.00
N 1.72 1.36 3.44
C 3.54 -0.98 2.17
C 4.87 -0.67 2.37
C 5.77 -0.72 1.31
C 5.33 -1.05 0.05
C 3.99 -1.35 -0.16
C 3.10 -1.32 0.90
C 3.52 -1.67 -1.50
N 4.21 -1.88 -2.57
N 3.30 -2.11 -3.59
C 2.13 -2.02 -3.06
O 2.18 -1.75 -1.73
C 0.82 -2.13 -3.70
C 0.76 -2.30 -5.08
C -0.48 -2.36 -5.70
C -1.64 -2.25 -4.95
C -1.58 -2.09 -3.57
C -2.87 -1.99 -2.80
N -2.72 -1.59 -1.42
C -2.28 -0.44 -0.91
N -2.31 -0.49 0.41
C -2.80 -1.73 0.66
N -3.05 -2.44 -0.41
C -0.34 -2.04 -2.95
H 2.05 -1.89 3.45
H 3.06 -0.67 4.25
H -0.05 -0.99 2.11
H 0.46 3.01 3.09
H 5.22 -0.38 3.36
H 6.81 -0.47 1.48
H 6.02 -1.08 -0.79
H 2.06 -1.56 0.73
H 1.67 -2.37 -5.65
H -0.54 -2.49 -6.77
H -2.60 -2.27 -5.44
H -3.37 -2.96 -2.76
H -3.55 -1.28 -3.29
H -1.95 0.41 -1.49
H -2.97 -2.11 1.65
H -0.27 -1.90 -1.88
C -4.62 3.19 4.86
C -3.82 2.24 4.12
N -3.19 1.50 3.51
H -5.33 3.66 4.17
H -3.97 3.95 5.29
H -5.16 2.68 5.65
F -4.78 3.07 1.25
B -3.93 2.19 0.69
F -4.38 1.71 -0.48
F 0.84 5.22 -0.22
C 0.28 4.22 -0.93
F -0.42 4.78 -1.93
F 1.28 3.52 -1.48
C -0.64 3.32 -0.06
O -0.93 2.22 -0.56
O -1.03 3.77 1.02
```